{"formula": "C4H4N2O2", "method": "the ωB97M-V functional and the def2-TZVPD basis", "total_energy_ha": -414.6529, "smiles": "[H]/N=c1/o[nH]cc1C=O", "charge": 0, "max_force_ev_per_a": 8.7, "e_above_lowest_kj_mol": 507.4, "spin_multiplicity": 1, "species": ["H", "C", "H", "N", "N", "C", "O", "C", "C", "O", "H", "H"], "xyz": [[2.00192, -1.90306, 0.06902], [-0.40066, 0.89558, 0.07719], [-0.85508, -2.44134, 0.11340], [-1.91766, -0.83574, -0.24905], [-0.23406, 2.14804, -0.08673], [0.36608, -0.48844, 0.27111], [-1.64170, 0.47033, 0.04306], [1.81394, -0.77564, 0.01250], [-0.64421, -1.41235, -0.00166], [2.76164, 0.07936, -0.13179], [-2.55333, -1.12134, 0.34034], [0.69806, 2.56729, 0.38267]], "forces_ev_per_angstrom": [[0.22, 1.25, -0.40], [2.75, -1.14, 0.13], [1.35, -1.40, -0.19], [7.97, 1.54, -3.21], [2.66, 0.33, 2.33], [-1.12, 0.60, -2.29], [-4.70, 2.79, -0.39], [2.72, 2.06, 0.83], [-0.48, 1.19, 0.77], [-4.34, -3.60, 0.50], [-4.60, -1.86, 3.90], [-2.42, -1.78, -1.95]]}

=====

{"formula": "C20H33N3O4S", "method": "the ωB97M-V functional and the def2-TZVPD basis", "total_energy_ha": -1645.3608, "smiles": "CCNS(=O)(=O)CC(=O)N(C)C[C@H](C)NC(=O)C[C@H](C)c1ccc(CC)cc1", "charge": 0, "max_force_ev_per_a": 0.5, "e_above_lowest_kj_mol": 40.9, "spin_multiplicity": 1, "species": ["C", "S", "C", "C", "C", "H", "H", "C", "H", "N", "H", "H", "H", "C", "C", "C", "H", "H", "C", "H", "N", "H", "N", "H", "C", "H", "O", "H", "C", "H", "H", "C", "H", "C", "H", "H", "O", "O", "C", "H", "H", "H", "H", "H", "C", "O", "C", "H", "H", "H", "H", "C", "H", "C", "C", "H", "H", "H", "H", "C", "H"], "xyz": [[-0.81292, -2.08921, 2.39107], [3.70174, 0.49449, -2.90329], [6.09164, -0.93155, -0.86172], [-4.55597, -3.07036, 2.06256], [0.39656, 0.89943, 0.62414], [5.40398, -1.67921, -1.25364], [-1.02448, -1.20325, 0.57610], [-2.01881, 3.18414, -1.22053], [1.76103, 1.75964, -3.11723], [-0.41862, -1.27993, 1.37654], [2.05012, -1.40006, 0.19193], [-2.03262, -3.74980, 2.81465], [-4.00584, 3.47759, -0.44360], [0.68159, -0.33218, 1.50194], [0.30723, 0.03229, -1.65995], [-3.59968, 0.18700, -0.69787], [-3.72027, 0.10774, -1.77363], [-3.22307, 2.47945, 1.74345], [2.06713, 1.66131, -0.94818], [5.82244, 1.04701, -2.89902], [0.96918, 0.90085, -0.70809], [-0.68715, 1.02288, 0.52528], [5.09120, 0.91751, -2.21764], [-2.02484, 4.10948, -1.79815], [-3.36976, -2.14302, 2.30561], [4.55914, 0.47187, -0.27646], [3.23113, -0.74141, -2.35788], [0.69471, -0.00174, 2.54128], [-3.46543, 1.44132, -0.11609], [-5.49739, -2.53243, 2.17818], [6.13442, 1.19005, -0.46587], [-3.43938, 2.69389, -0.95301], [-2.01044, -3.33374, 1.10304], [2.56987, 1.77368, -2.38424], [-3.18652, 0.43852, 3.11423], [-3.69638, -1.93230, -0.40388], [3.88184, 0.65951, -4.30924], [-0.22054, -2.14447, 3.45551], [-2.05694, -2.91469, 2.11609], [-3.40999, -1.82790, 3.35265], [7.00269, -0.94809, -1.46371], [6.35839, -1.21337, 0.15887], [-0.75889, 0.27965, -1.69606], [-1.44652, 2.44182, -1.78239], [-3.43913, -0.89468, 1.45815], [2.60974, 2.32700, -0.07945], [5.45512, 0.44711, -0.88563], [-4.53387, -3.49883, 1.05796], [2.81868, -0.27102, 1.31286], [-4.54674, -3.89708, 2.77456], [-1.48756, 3.37557, -0.28618], [-3.32668, 1.51080, 1.26513], [-3.95292, 2.51084, -1.89955], [-3.58894, -0.96593, 0.07822], [-3.31056, 0.35961, 2.03967], [0.76260, 1.78577, 1.13368], [0.41578, -1.01356, -1.36559], [2.18073, -1.80333, 1.91595], [0.71957, 0.11910, -2.65475], [2.01125, -0.99708, 1.20369], [3.11936, 2.70329, -2.49047]], "forces_ev_per_angstrom": [[0.00, 0.03, 0.01], [-0.27, 0.23, 0.11], [0.02, -0.09, -0.04], [-0.11, -0.07, 0.00], [-0.09, 0.33, 0.34], [-0.01, 0.00, -0.02], [-0.02, -0.02, 0.00], [0.08, 0.05, -0.04], [0.08, -0.02, 0.06], [-0.01, -0.15, -0.08], [-0.01, -0.01, -0.04], [-0.01, -0.02, 0.01], [0.03, 0.00, 0.01], [-0.13, -0.05, -0.16], [-0.09, -0.08, -0.01], [0.03, -0.13, -0.03], [-0.01, 0.00, 0.02], [-0.02, -0.02, -0.01], [-0.10, 0.33, -0.06], [0.08, 0.02, -0.04], [0.02, -0.17, -0.12], [0.01, -0.06, -0.02], [0.35, 0.02, 0.15], [0.00, -0.01, 0.00], [-0.10, 0.02, 0.18], [-0.14, 0.01, 0.11], [-0.23, -0.36, 0.18], [-0.08, 0.00, 0.03], [-0.05, 0.11, -0.07], [-0.01, -0.01, 0.00], [-0.03, 0.02, 0.04], [-0.11, 0.02, 0.00], [-0.04, 0.11, 0.03], [-0.28, -0.09, -0.14], [-0.01, -0.01, -0.01], [-0.01, 0.03, 0.00], [0.03, 0.03, -0.52], [0.02, 0.04, 0.03], [0.16, -0.15, -0.14], [0.05, 0.04, -0.01], [0.00, -0.01, 0.01], [-0.01, 0.06, -0.02], [0.03, -0.04, 0.03], [-0.02, 0.02, 0.03], [0.01, -0.08, 0.02], [0.14, -0.17, 0.00], [0.28, 0.00, 0.18], [0.01, 0.02, 0.01], [0.04, 0.02, -0.01], [0.02, -0.01, -0.02], [0.00, -0.01, 0.00], [0.03, -0.04, 0.11], [0.02, -0.02, 0.00], [0.02, 0.02, -0.14], [0.00, 0.17, 0.01], [0.14, 0.01, -0.02], [0.01, -0.02, 0.00], [-0.02, -0.03, -0.02], [0.06, 0.01, -0.08], [0.26, 0.08, 0.07], [-0.04, 0.08, 0.11]]}

=====

{"formula": "C2H2N6", "method": "the ωB97M-V functional and the def2-TZVPD basis", "total_energy_ha": -405.7306, "smiles": "[H]/N=c1\\nncnnn1", "charge": 0, "max_force_ev_per_a": 5.7, "e_above_lowest_kj_mol": 329.4, "spin_multiplicity": 1, "species": ["H", "H", "N", "N", "C", "N", "N", "N", "C", "N"], "xyz": [[-2.31422, -0.82427, 0.64633], [1.62260, -1.02896, 1.28092], [0.78292, 1.60462, -0.52869], [1.62451, 0.81158, 0.14498], [1.40268, -0.44851, 0.37408], [-0.42773, 1.47799, -0.57834], [-0.40149, -0.86616, -1.00022], [-2.08680, 0.28511, 0.38044], [-0.95877, 0.20131, -0.14131], [0.75629, -1.21271, -0.57820]], "forces_ev_per_angstrom": [[-0.12, 3.39, -1.16], [1.25, 0.57, -0.49], [2.65, 2.18, -1.79], [-0.71, -1.61, 2.64], [-0.79, 0.47, -0.22], [-0.75, -1.70, -0.01], [2.09, -0.43, 2.37], [-0.76, -5.00, 2.65], [-0.55, 1.97, -2.47], [-2.32, 0.15, -1.52]]}

=====

{"formula": "C13H30N6OSSi2", "method": "the ωB97M-V functional and the def2-TZVPD basis", "total_energy_ha": -1894.1776, "charge": 0, "max_force_ev_per_a": 2.9, "e_above_lowest_kj_mol": 42.8, "spin_multiplicity": 1, "species": ["H", "C", "N", "H", "H", "O", "H", "H", "H", "C", "C", "C", "C", "H", "N", "H", "C", "C", "S", "H", "H", "C", "C", "H", "H", "N", "H", "C", "C", "H", "N", "H", "N", "Si", "Si", "H", "H", "H", "H", "H", "H", "H", "H", "H", "H", "H", "H", "H", "H", "N", "H", "C", "C"], "xyz": [[-5.05731, 0.85898, -1.44393], [-2.91771, -3.09804, -4.30075], [1.11540, 2.55603, 2.02920], [-4.13004, 1.84848, -0.30725], [-0.84297, 0.79825, -1.22101], [3.33582, 0.23694, 1.79070], [-4.65515, -0.26334, -4.22961], [0.22970, -1.66663, 2.72318], [4.61523, 0.79414, 3.83033], [4.42881, -0.66907, 1.67334], [2.14087, -0.28779, 1.27019], [-0.77100, -1.07173, -3.59305], [-1.23870, 0.22081, -0.38385], [6.38902, 0.80596, 3.92584], [1.04998, 0.18689, 2.11752], [-4.71337, -1.27984, 0.88840], [5.53101, 1.03271, 3.27131], [5.71086, 0.15246, 1.98098], [3.77022, 4.92176, 1.24730], [-0.54271, -0.04074, -3.31135], [-3.29881, 0.87056, -4.08159], [-0.64777, 0.04796, 3.45867], [2.70838, 3.78409, 1.24388], [-0.58435, -0.63974, -0.20881], [-3.97781, -3.35879, -4.27459], [-0.42272, 1.35045, 3.31413], [5.85154, 0.86582, 1.15309], [-4.04844, 1.15796, -1.15705], [-3.67137, -0.97149, 0.97704], [-0.17838, -1.74475, -2.96876], [-3.12031, -1.60426, -1.80796], [-3.60012, 1.71476, -1.98197], [0.21951, -0.65482, 2.76026], [-3.01549, -0.35078, -0.69093], [-2.61822, -1.45111, -3.42191], [1.97915, -0.09267, 0.19832], [2.18825, -1.38851, 1.40457], [-1.42872, -0.42268, 4.05009], [6.56599, -0.52574, 2.09660], [4.34172, -1.50950, 2.39383], [-2.35064, -3.89823, -3.81931], [-3.08152, -1.82324, 1.32991], [4.55140, -1.07989, 0.65482], [-3.38073, -0.22749, -5.45587], [-3.61231, -0.17666, 1.73380], [5.54062, 2.10902, 3.04815], [-0.44683, -1.20206, -4.63210], [-1.20128, 0.86641, 0.50788], [0.68648, 3.39841, 2.39500], [2.16967, 2.69875, 1.10004], [-2.60475, -3.03802, -5.34887], [-3.58129, -0.14096, -4.38154], [0.62122, 1.40094, 2.45372]], "forces_ev_per_angstrom": [[0.05, -0.08, -0.04], [0.21, 0.23, -0.29], [-0.16, 0.33, -0.07], [-0.08, 0.08, -0.06], [0.02, -0.06, -0.03], [-0.47, -0.27, -0.55], [0.02, -0.01, 0.07], [0.40, 0.20, -0.51], [0.26, 0.07, -0.24], [1.61, 0.24, 0.15], [0.88, -0.99, 0.32], [0.12, 0.09, -0.49], [0.33, 0.55, 0.65], [-0.39, 0.36, -0.04], [0.45, -0.12, -0.75], [0.03, -0.05, -0.03], [0.69, -0.68, 0.04], [-1.25, 0.70, 0.47], [-0.75, 0.06, 0.16], [0.02, 0.00, 0.04], [-0.06, 0.02, 0.03], [-0.08, 1.05, -0.01], [2.67, 0.57, -1.04], [-0.07, -0.10, -0.13], [0.02, 0.00, 0.05], [0.05, -0.49, -0.10], [0.25, -0.60, 0.06], [0.24, 0.47, 0.57], [0.33, 0.50, 0.30], [-0.05, -0.01, 0.04], [0.60, 0.95, -0.12], [-0.04, -0.04, -0.05], [-0.77, -1.58, 0.73], [-0.81, -1.82, -1.30], [-0.77, -0.68, 1.50], [-0.12, 0.39, 0.46], [-0.46, 0.41, -0.14], [0.19, 0.23, -0.17], [-0.24, 0.24, -0.28], [-0.24, 0.36, -0.27], [-0.04, 0.00, 0.02], [-0.05, -0.08, -0.07], [-0.46, 0.11, 0.28], [-0.05, 0.06, -0.02], [-0.09, -0.04, 0.10], [-0.07, -0.40, 0.04], [0.09, 0.02, 0.02], [0.04, 0.09, -0.01], [-0.06, -0.29, -0.02], [-1.84, -0.28, 1.14], [-0.03, -0.12, -0.03], [0.28, 0.03, -0.46], [-0.37, 0.36, 0.07]]}